{"formula": "C27H22AsBF7O21S", "method": "ωB97M-V/def2-TZVPD", "elements": ["O", "S", "O", "As", "O", "B", "O", "O", "C", "F", "F", "C", "F", "F", "C", "F", "F", "F", "H", "H", "H", "H", "H", "H", "C", "C", "C", "O", "C", "C", "C", "O", "O", "O", "H", "H", "H", "H", "C", "C", "C", "O", "C", "C", "C", "O", "O", "O", "H", "H", "H", "H", "C", "C", "C", "O", "C", "C", "C", "O", "O", "O", "H", "H", "H", "H", "C", "C", "C", "O", "C", "C", "C", "O", "O", "O", "H", "H", "H", "H"], "coordinates": [[0.132, 1.730, -0.715], [-0.386, 0.453, 0.057], [0.770, 0.128, 1.079], [-0.676, -1.155, -1.477], [0.118, -2.350, -0.271], [1.349, -2.944, -0.852], [2.634, -2.218, -1.003], [1.347, -4.381, -1.297], [-1.974, 1.036, 0.921], [-2.904, 1.764, -0.009], [-1.488, 2.126, 1.852], [-2.674, -0.069, 1.879], [-3.363, 0.671, 3.002], [-1.607, -0.883, 2.574], [-3.711, -1.122, 1.228], [-4.844, -1.288, 2.215], [-4.344, -0.766, -0.053], [-3.079, -2.490, 1.152], [-2.101, -1.531, -1.008], [-1.341, -0.188, -2.524], [0.708, -0.771, -2.088], [-0.758, -2.351, -2.480], [2.615, -1.362, -0.448], [1.107, -4.888, -0.449], [7.109, -4.780, -4.494], [7.168, -3.711, -3.699], [6.017, -3.323, -2.837], [6.108, -2.346, -2.102], [4.796, -4.141, -2.909], [4.736, -5.208, -3.707], [5.896, -5.612, -4.548], [5.817, -6.609, -5.258], [3.590, -5.980, -3.781], [8.303, -2.923, -3.645], [7.938, -5.075, -5.124], [3.961, -3.837, -2.290], [3.797, -6.692, -4.425], [8.099, -2.214, -2.997], [0.267, -4.651, 4.683], [0.646, -4.187, 3.491], [0.952, -5.110, 2.363], [1.279, -4.653, 1.273], [0.851, -6.557, 2.610], [0.476, -7.021, 3.803], [0.143, -6.097, 4.922], [-0.216, -6.553, 6.003], [0.382, -8.379, 4.043], [0.767, -2.829, 3.259], [0.040, -3.991, 5.511], [1.093, -7.217, 1.787], [0.091, -8.460, 4.977], [1.052, -2.748, 2.323], [-0.517, 7.463, 1.979], [-0.721, 6.144, 1.960], [-0.364, 5.288, 3.125], [-0.581, 4.082, 3.084], [0.249, 5.937, 4.294], [0.456, 7.255, 4.313], [0.074, 8.114, 3.159], [0.260, 9.325, 3.212], [1.034, 7.871, 5.408], [-1.273, 5.524, 0.854], [-0.773, 8.097, 1.140], [0.519, 5.301, 5.127], [1.076, 8.825, 5.179], [-1.320, 4.571, 1.085], [-5.011, 5.759, -4.332], [-5.215, 4.441, -4.352], [-4.859, 3.585, -3.186], [-5.076, 2.379, -3.227], [-4.246, 4.234, -2.017], [-4.038, 5.552, -1.998], [-4.420, 6.411, -3.152], [-4.234, 7.622, -3.099], [-3.460, 6.167, -0.903], [-5.768, 3.821, -5.457], [-5.268, 6.394, -5.171], [-3.975, 3.597, -1.184], [-3.419, 7.122, -1.132], [-5.815, 2.868, -5.226]], "lowdin_charge": [-0.4626, 0.6619, -0.4251, 0.5933, -0.3434, -0.6862, 0.0286, -0.0036, -0.2547, -0.0219, -0.0466, -0.1025, 0.0117, 0.0202, -0.1475, 0.0077, 0.0463, 0.0174, -0.0415, -0.0456, 0.0067, -0.0307, 0.1212, 0.0684, 0.0676, -0.2108, -0.2964, 0.1153, 0.0983, -0.2044, -0.3127, 0.0897, 0.0839, 0.0694, 0.1318, 0.1185, 0.1116, 0.1139, 0.0761, -0.1868, -0.2488, 0.0953, 0.0888, -0.2084, -0.3120, 0.0928, 0.0731, 0.1011, 0.1373, 0.1395, 0.1135, 0.1102, 0.0704, -0.1935, -0.2862, 0.1199, 0.0814, -0.2150, -0.3160, 0.0869, 0.0673, 0.0858, 0.1330, 0.1369, 0.1118, 0.1104, 0.0711, -0.2085, -0.2990, 0.1136, 0.0899, -0.2008, -0.3079, 0.0964, 0.0728, 0.0738, 0.1337, 0.1223, 0.1149, 0.1156], "total_charge": -1, "homo_lumo_gap_ev": 5.822, "e_tot_ev": -162719.2769}